No. 1
The following is a DFT calculation (ωB97M-V with the def2-TZVPD basis set) of a structure of composition C36H37NOP2Zn in a non-equilibrium geometry.

The geometry in XYZ format:
```
78
Properties=species:S:1:pos:R:3:mulliken_charge:R:1
Zn 0.2600 0.8967 -1.9468 -0.740
C 1.3802 1.1060 -3.5476 -0.305
C 1.9321 1.8803 -2.5161 0.609
C 1.5738 3.3327 -2.2412 -1.448
C 0.0467 3.6730 -2.2804 -1.160
C -0.8779 2.5538 -1.8526 -0.035
C -1.4183 1.5885 -2.7049 0.465
C -1.1230 1.5267 -4.1851 -1.451
C 0.3878 1.6562 -4.5635 -1.258
C -1.5353 -2.0094 2.9126 -1.430
H 1.8535 0.1502 -3.8037 0.650
H 2.8769 1.5569 -2.0659 0.681
H 2.1152 4.0010 -2.9261 0.439
H 1.9499 3.6046 -1.2433 0.329
H -0.1247 4.5177 -1.5863 0.400
H -0.2093 4.0518 -3.2839 0.240
H -1.3309 2.7285 -0.8783 0.673
H -2.2964 1.0427 -2.3676 0.382
H -1.7144 2.2704 -4.7453 0.385
H -1.4898 0.5550 -4.5640 0.321
H 0.5261 1.0744 -5.4819 0.396
H 0.5941 2.7025 -4.8197 0.236
H -1.3222 -2.8451 2.2344 0.304
H -2.3623 -2.2853 3.5800 0.474
H -0.6353 -1.7994 3.5039 0.332
P 1.8294 -1.1967 0.8027 2.077
P -2.0028 -0.5506 2.0248 2.235
C 0.5270 0.0234 0.5584 -0.762
C -0.6014 0.3355 1.2946 -0.955
C 3.3248 -0.6088 1.5943 -0.131
C 3.8256 0.6728 1.2761 -0.312
C 5.0339 1.0927 1.8321 -0.629
C 5.7193 0.2522 2.7264 -0.481
C 5.2017 -1.0033 3.0748 -0.723
C 3.9949 -1.4292 2.5147 -0.294
C 2.2230 -1.9599 -0.8042 -0.058
C 1.2052 -2.5191 -1.6078 -0.063
C 1.5174 -3.0946 -2.8403 -0.605
C 2.8506 -3.2355 -3.2232 -0.487
C 3.8734 -2.6651 -2.4440 -0.656
C 3.5438 -1.9736 -1.2723 -0.342
C -2.8337 0.6031 3.1382 -0.066
C -2.0551 1.2507 4.1133 -0.481
C -2.6617 2.0213 5.1127 -0.616
C -4.0545 2.1887 5.1143 -0.407
C -4.8286 1.6162 4.0952 -0.690
C -4.2197 0.8219 3.1133 -0.218
C -3.1389 -0.9747 0.6840 0.409
C -3.2550 -2.2925 0.2028 -0.475
C -4.0660 -2.5690 -0.9075 -0.747
C -4.7438 -1.5301 -1.5592 -0.580
C -4.5584 -0.2076 -1.1385 -0.812
C -3.7604 0.0629 -0.0227 -0.386
H 0.9549 0.9234 -0.0038 -0.115
H -0.8210 1.4084 1.3161 0.426
H 3.2729 1.3038 0.5851 0.391
H 5.4504 2.0612 1.5487 0.421
H 6.6701 0.5739 3.1532 0.364
H 5.7334 -1.6680 3.7583 0.392
H 3.5930 -2.4010 2.7900 0.242
H 0.1488 -2.5037 -1.2594 0.381
H 0.7131 -3.4333 -3.5050 0.405
H 3.1185 -3.7905 -4.1341 0.358
H 4.9256 -2.7738 -2.7239 0.394
H 4.3172 -1.4725 -0.6807 0.379
H -0.9699 1.1436 4.0847 0.360
H -2.0422 2.4873 5.8861 0.372
H -4.5328 2.7736 5.9135 0.349
H -5.9078 1.7888 4.0714 0.377
H -4.8276 0.3790 2.3281 0.372
H -2.7228 -3.1018 0.6967 0.294
H -4.1910 -3.5983 -1.2612 0.403
H -5.4283 -1.7373 -2.3951 0.356
H -5.0526 0.6120 -1.6677 0.411
H -3.6206 1.0970 0.2901 0.548
O 1.4847 -4.7484 1.4898 -0.513
C 1.4600 -3.5891 1.6968 0.794
N 1.3277 -2.3958 1.9423 -0.395
```

Calculated values
- LUMO energy (alpha / beta) (eV) = 0.33 / 0.33
- frontier orbital gap (alpha / beta) (eV) = 4.7 / 4.7
- highest occupied orbital energy (alpha / beta) (eV) = -4.376 / -4.377

No. 2
The following is a DFT calculation (ωB97M-V with the def2-TZVPD basis set) of a structure of composition C36H37NP2SV in a non-equilibrium geometry.

The geometry in XYZ format:
```
78
Properties=species:S:1:pos:R:3:mulliken_charge:R:1
V 0.1273 5.5246 0.0252 -0.266
C 0.2053 0.6973 -1.3641 -0.256
C 0.7195 1.4137 -2.3660 -0.514
C -0.1979 1.8051 -3.5101 -1.338
C -1.1540 2.9541 -3.0400 0.756
C -2.2575 2.6449 -2.0678 -0.136
C -2.5438 1.5205 -1.4120 -0.409
C -2.2384 0.0918 -1.8843 -0.850
C -0.7970 -0.3805 -1.7593 -0.760
C 1.4002 5.9261 1.7083 -1.400
H 0.4973 0.7373 -0.3133 0.533
H 1.7192 1.8512 -2.3234 0.469
H -0.7578 0.9664 -3.9541 0.573
H 0.4407 2.1786 -4.3355 0.434
H -0.5191 3.7229 -2.5428 -0.835
H -1.5573 3.4890 -3.9169 0.502
H -2.8924 3.5276 -1.8395 0.175
H -3.4013 1.4932 -0.7302 0.291
H -2.5660 -0.0560 -2.9318 0.363
H -2.8706 -0.6146 -1.3466 0.389
H -0.7404 -1.2580 -1.0772 0.379
H -0.4984 -0.7082 -2.7699 0.299
H 1.5764 4.8904 2.0971 0.546
H 1.0272 6.5472 2.5186 0.229
H 2.3285 6.3288 1.2722 0.355
P 1.3495 8.1193 -0.5536 0.954
P -1.2320 7.3734 0.1282 1.511
C 0.1605 8.3649 -1.9007 -0.806
C -1.0993 7.9356 -1.6204 -1.045
C 2.4478 9.6189 -0.7128 0.415
C 2.4448 10.4323 -1.8489 -0.814
C 3.5993 11.1471 -2.1867 -0.599
C 4.6911 11.1685 -1.3036 -0.493
C 4.5526 10.6135 -0.0209 -0.494
C 3.4077 9.8742 0.2971 -0.419
C 2.3759 6.8531 -1.2925 0.972
C 1.6620 5.6941 -1.7403 0.302
C 2.3219 4.8322 -2.6275 -0.152
C 3.6489 5.0689 -2.9925 -0.772
C 4.3806 6.1302 -2.4285 -0.699
C 3.7412 7.0099 -1.5476 -0.614
C -1.5308 9.0436 0.9090 0.633
C -0.5865 10.0936 0.8487 -0.863
C -0.9974 11.4222 0.7782 -0.551
C -2.3475 11.7526 0.9597 -0.591
C -3.2598 10.7314 1.2708 -0.663
C -2.8404 9.3961 1.2658 -0.494
C -2.8799 6.5970 0.2179 0.566
C -3.3676 6.2228 1.4892 -0.308
C -4.6185 5.6300 1.6137 -0.810
C -5.4225 5.4610 0.4754 -0.562
C -4.9117 5.7849 -0.7954 -0.598
C -3.6159 6.2829 -0.9200 -0.826
H 0.5141 8.8164 -2.8333 0.670
H -1.9823 8.0352 -2.2511 0.746
H 1.5650 10.5061 -2.4902 0.480
H 3.6619 11.6743 -3.1416 0.400
H 5.6337 11.6393 -1.5982 0.385
H 5.3424 10.7401 0.7183 0.383
H 3.2625 9.4670 1.2977 0.386
H 0.5297 5.6636 -1.7138 -0.630
H 1.7635 3.9893 -3.0663 0.338
H 4.1193 4.4469 -3.7591 0.401
H 5.4366 6.2762 -2.6551 0.421
H 4.2913 7.8382 -1.0883 0.365
H 0.4890 9.8921 0.8076 0.895
H -0.2754 12.2214 0.5477 0.422
H -2.6826 12.7846 0.8819 0.378
H -4.3102 10.9748 1.4751 0.402
H -3.5787 8.6298 1.4933 0.328
H -2.7701 6.4126 2.3845 0.517
H -4.9685 5.3194 2.5925 0.436
H -6.4314 5.0746 0.5786 0.414
H -5.5359 5.6570 -1.6835 0.387
H -3.2011 6.4585 -1.9188 0.168
S -1.0589 4.2212 1.5026 -0.188
C -0.6569 2.6008 1.6422 0.502
N -0.3609 1.4804 1.8287 -0.716
```

Calculated values
- 2S+1 = 4
- LUMO energy (alpha / beta) (eV) = -0.42 / -0.55
- frontier orbital gap (alpha / beta) (eV) = 6.5 / 7.0
- highest occupied orbital energy (alpha / beta) (eV) = -6.961 / -7.587

E_tot across the listed records, respectively: -108457.8499, -94515.4770 eV.
ΔE to the lowest compared entry with this formula, charge and spin across the listed records, respectively: 14.55, 75.42 kcal/mol.